Record 1
ORCA calculation (ωB97M-V/def2-TZVPD) on a 13-piece molecular cluster, C58H86N6O7 overall.

```
157
Properties=species:S:1:pos:R:3:lowdin_charge:R:1
C 2.58331 2.55788 4.70315 -0.1635
C 3.83184 1.89029 4.21015 -0.1617
C 3.31569 0.67311 3.41936 -0.1527
O 1.93992 0.50087 3.81700 -0.2169
C 1.65567 1.36533 4.91971 -0.2189
H 2.06894 3.23608 4.01919 0.1127
H 2.72999 3.11434 5.63177 0.1186
H 4.48960 1.60120 5.02955 0.1143
H 4.37305 2.62174 3.60296 0.1024
H 3.84876 -0.22758 3.72570 0.1154
H 3.40415 0.87195 2.35197 0.1094
H 1.85846 0.84866 5.86622 0.1301
H 0.61487 1.68766 4.96433 0.0890
C -0.96342 -0.29068 -0.15530 -0.1289
C -0.19355 -1.08980 0.89593 -0.1523
C 1.23935 -1.15978 0.41689 -0.1440
O 1.14368 -0.84060 -0.97518 -0.1611
C 0.11608 0.11361 -1.16592 -0.1806
H -1.49010 0.59670 0.20456 0.0813
H -1.75855 -0.91873 -0.55838 0.1060
H -0.65278 -2.07475 0.99700 0.0679
H -0.23280 -0.66023 1.90522 0.0897
H 1.68974 -2.15252 0.50765 0.1001
H 1.98320 -0.49583 0.87469 0.1179
H -0.26723 0.10103 -2.18792 0.1063
H 0.48994 1.13008 -0.99189 0.1011
C -2.37978 -0.47774 -6.42092 -0.1244
C -1.52873 0.79760 -6.57197 -0.1543
C -0.29974 0.47327 -5.76267 -0.2259
O -0.72806 -0.35310 -4.70468 -0.1675
C -1.70729 -1.23942 -5.23203 -0.1830
H -2.28696 -1.04262 -7.34662 0.1047
H -3.42162 -0.33997 -6.14433 0.1036
H -2.01927 1.69486 -6.18399 0.0912
H -1.33014 1.07620 -7.60738 0.1115
H 0.28623 1.29630 -5.35138 0.1090
H 0.44229 -0.08230 -6.36018 0.1209
H -2.39980 -1.55244 -4.45320 0.1201
H -1.21731 -2.16238 -5.56131 0.1015
C -2.10412 3.68440 -3.95840 -0.1497
C -2.37166 5.08536 -3.42701 -0.1644
C -1.02828 5.50795 -2.88246 -0.1983
O -0.48793 4.30724 -2.35727 -0.1943
C -0.94466 3.16723 -3.08130 -0.1657
H -1.73048 3.77664 -4.98147 0.1030
H -2.99243 3.05520 -3.96217 0.1029
H -3.15092 5.06723 -2.66177 0.0996
H -2.72012 5.69012 -4.26682 0.1151
H -1.05787 6.24163 -2.07826 0.1236
H -0.45784 5.91262 -3.73204 0.1222
H -1.21137 2.42668 -2.32758 0.1093
H -0.16377 2.78413 -3.74366 0.1018
C 1.60668 -4.57197 -3.84914 -0.1377
C 1.33586 -3.87754 -2.49797 -0.1459
C -0.04936 -3.27103 -2.71056 -0.1960
O -0.70773 -4.20748 -3.53992 -0.1390
C 0.22406 -4.69998 -4.49556 -0.1956
H 2.11542 -5.52486 -3.71126 0.1071
H 2.21823 -3.89929 -4.45040 0.0996
H 2.10961 -3.12717 -2.32423 0.0983
H 1.37017 -4.58170 -1.66780 0.0713
H -0.07407 -2.26482 -3.14169 0.0989
H -0.53337 -3.24507 -1.73077 0.1173
H 0.21734 -4.04561 -5.37842 0.1023
H -0.06768 -5.68575 -4.85038 0.1169
C 0.57749 -5.78780 0.57546 -0.1142
C 1.20647 -4.90386 1.67005 -0.1570
C 0.01573 -4.13664 2.27624 -0.1837
O -1.01963 -4.24143 1.30283 -0.1733
C -0.93744 -5.53415 0.72428 -0.1783
H 0.84684 -6.83976 0.66543 0.1137
H 0.82273 -5.47083 -0.43632 0.0658
H 1.85154 -4.20170 1.13652 0.0757
H 1.82962 -5.43371 2.38627 0.0978
H 0.23067 -3.08440 2.44479 0.0698
H -0.34571 -4.65625 3.17141 0.1394
H -1.38244 -5.46082 -0.26839 0.1188
H -1.49769 -6.29396 1.27687 0.1196
C 3.05838 4.87978 -1.67275 -0.1614
C 3.54446 5.10411 -0.24666 -0.1617
C 4.11201 3.72181 0.06525 -0.2006
O 3.23329 2.80633 -0.58503 -0.1522
C 2.51913 3.47359 -1.62172 -0.2183
H 3.93655 4.95794 -2.32352 0.1171
H 2.33380 5.62467 -2.00178 0.1129
H 2.72467 5.33494 0.44452 0.1120
H 4.21154 5.94006 -0.02756 0.1133
H 4.14986 3.57745 1.14784 0.1044
H 5.13670 3.57600 -0.28914 0.1153
H 1.45590 3.59959 -1.38613 0.0866
H 2.50889 2.98947 -2.60137 0.1183
N 3.48799 -4.81022 4.80866 0.0675
C 2.78650 -4.01514 5.61788 -0.1377
C 2.00659 -2.95690 5.16408 -0.0625
C 1.98876 -2.70523 3.79816 -0.0984
C 2.73900 -3.48751 2.93363 -0.1187
C 3.46124 -4.52562 3.50233 -0.1549
H 2.82625 -4.17913 6.68884 0.1032
H 1.38389 -2.40752 5.85718 0.0956
H 1.40107 -1.88431 3.40819 0.0811
H 2.80026 -3.21492 1.88974 0.0912
H 4.08463 -5.22145 2.95080 0.1178
N -1.94857 4.56263 1.55137 0.0546
C -0.93253 4.03762 0.87850 -0.1325
C -0.21819 2.93469 1.34894 -0.0515
C -0.61198 2.33371 2.52647 -0.0797
C -1.67224 2.89923 3.24146 -0.0747
C -2.25574 4.05005 2.75924 -0.1483
H -0.68561 4.51193 -0.06206 0.0898
H 0.60924 2.56972 0.75069 0.0918
H -0.08747 1.43708 2.83339 0.0750
H -2.02048 2.46149 4.16837 0.0773
H -3.17351 4.43806 3.18514 0.1035
N -5.55821 -0.85166 2.24030 0.0639
C -4.48224 -0.11499 2.49979 -0.1626
C -3.18846 -0.62010 2.46824 -0.0780
C -3.01949 -1.96174 2.21463 -0.0744
C -4.11812 -2.71678 1.83480 -0.0498
C -5.37385 -2.12478 1.86576 -0.1434
H -4.61743 0.93035 2.75191 0.1026
H -2.35088 -0.00067 2.76199 0.0762
H -2.04125 -2.41345 2.23287 0.0676
H -3.98022 -3.76451 1.59961 0.1015
H -6.26500 -2.69326 1.63295 0.1000
N -1.34039 0.39360 5.13843 0.0576
C -0.58967 -0.65976 4.77619 -0.1479
C -0.93948 -1.95487 5.10061 -0.0791
C -2.03738 -2.20853 5.90603 -0.0518
C -2.72399 -1.12246 6.41083 -0.0545
C -2.36085 0.15138 5.96844 -0.1303
H 0.25322 -0.36842 4.16008 0.0628
H -0.30006 -2.80687 4.90236 0.0719
H -2.26006 -3.22194 6.21111 0.1126
H -3.59538 -1.16106 7.05077 0.1040
H -2.93603 1.01889 6.26713 0.1058
N 4.78416 0.00732 -5.19789 0.0517
C 5.34808 0.74617 -4.23799 -0.1537
C 4.77867 0.92790 -2.97608 -0.0693
C 3.57022 0.31610 -2.70751 -0.0778
C 2.98649 -0.52030 -3.65341 -0.0529
C 3.59907 -0.54931 -4.89425 -0.1593
H 6.29622 1.20926 -4.48194 0.0979
H 5.26182 1.58465 -2.26575 0.0962
H 3.12227 0.47416 -1.73471 0.0895
H 2.07352 -1.06518 -3.46153 0.0818
H 3.16424 -1.11731 -5.71028 0.0966
N -5.47076 2.50955 -2.31734 0.0520
C -5.26622 3.52496 -1.46394 -0.1589
C -4.53789 3.35586 -0.30620 -0.0750
C -3.94155 2.14753 -0.02495 -0.0830
C -4.15114 1.07482 -0.88889 -0.0621
C -4.91597 1.32372 -2.02242 -0.1507
H -5.79445 4.42797 -1.74051 0.1041
H -4.33589 4.19503 0.34944 0.0917
H -3.37395 1.90839 0.86698 0.0789
H -3.86779 0.08872 -0.54640 0.0892
H -5.16778 0.54042 -2.72710 0.0984
```

Results
* charge: 0
* lowest unoccupied orbital energy: 0.52 eV
* E_HOMO: -0.3456 hartree

***

Record 2
ORCA calculation (ωB97M-V/def2-TZVPD) on C59H37IrN9OPS as an isolated structure.

```
109
Properties=species:S:1:pos:R:3:lowdin_spin:R:1
Ir -0.14472 0.69535 -0.32341 0.0105
C -6.07315 0.32883 -3.16617 0.0161
C -6.21652 1.64424 -2.72849 0.0003
C -5.19813 2.30071 -2.04342 0.0170
C -4.03615 1.58704 -1.82753 0.0009
C -2.77980 1.93997 -1.15420 0.1047
N -1.89181 0.88697 -1.27394 0.0240
C -2.54205 -0.14890 -1.87393 0.0305
N -2.15888 -1.38593 -2.04174 0.0444
C -0.88668 -1.79642 -1.96478 0.0100
C -0.60158 -3.22593 -2.19097 -0.0013
C -1.43210 -4.32452 -2.27809 0.0010
C -0.82536 -5.53871 -2.57964 -0.0020
C 0.54900 -5.62080 -2.80892 0.0011
C 1.36955 -4.50102 -2.73532 -0.0016
C 0.76358 -3.30590 -2.40497 0.0003
C 1.29167 -1.93706 -2.25018 -0.0081
N 2.47880 -1.64265 -2.55877 0.0140
C 3.01094 -0.40615 -2.32827 -0.0112
N 2.48808 0.45348 -1.32884 0.0002
C 3.38572 1.66342 -1.27241 0.0197
N 1.99469 3.07960 0.34981 0.0325
C 0.67442 3.47879 0.45531 0.1749
N -0.29408 2.69250 -0.01115 0.0030
C -1.48089 3.41610 0.04360 0.2074
N -2.63388 3.06234 -0.51340 0.0044
C -1.21717 4.69021 0.64904 0.0296
C -2.03347 5.78110 0.93692 0.0382
C -1.43185 6.88822 1.50534 0.0251
C -0.05185 6.92613 1.76613 0.0354
C 0.76863 5.85788 1.46032 0.0288
C 0.16415 4.73749 0.89936 0.0362
C 4.29959 1.47572 -2.27327 -0.0021
C 5.33197 2.34085 -2.74364 0.0037
C 6.15079 1.88439 -3.72007 -0.0048
C 5.98886 0.56914 -4.28702 0.0046
C 5.00063 -0.26433 -3.89023 -0.0036
C 4.11665 0.18277 -2.86029 0.0039
N 0.20945 -1.05488 -1.88645 0.0243
C -3.89523 0.27893 -2.26219 0.0097
C -4.89939 -0.38590 -2.93522 0.0041
H -6.88938 -0.14348 -3.69413 0.0008
H -7.14537 2.16082 -2.92512 -0.0004
H -5.30742 3.31712 -1.69624 0.0005
H -2.49602 -4.23828 -2.11534 0.0001
H -1.42576 -6.43514 -2.64825 -0.0001
H 0.98068 -6.58086 -3.05582 0.0001
H 2.43178 -4.56015 -2.92464 -0.0001
H -3.09337 5.75678 0.72786 0.0016
H -2.03255 7.75153 1.75641 0.0004
H 0.37138 7.81501 2.21218 0.0012
H 1.83033 5.88511 1.65789 0.0008
H 5.45746 3.32723 -2.32212 0.0004
H 6.94719 2.51570 -4.08710 -0.0004
H 6.67787 0.25154 -5.05695 0.0003
H 4.86978 -1.24240 -4.32854 -0.0003
H -4.77667 -1.40883 -3.25657 0.0001
S -1.63396 -2.45087 2.60595 0.0000
C -2.80231 -1.25310 2.34221 0.0008
C -2.36099 -0.31030 1.46577 0.0009
C -1.03397 -0.53804 0.97148 0.0064
C -0.49837 -1.68424 1.52939 -0.0003
C 0.82358 -2.33216 1.39759 0.0000
C 1.09932 -3.47805 2.16286 0.0000
C 2.31693 -4.10900 2.05561 0.0000
C 3.27414 -3.58808 1.19465 0.0000
C 2.93068 -2.45326 0.48889 -0.0001
N 1.75076 -1.83506 0.56956 -0.0002
H -3.75344 -1.29844 2.84343 0.0001
H -2.96549 0.54032 1.18585 0.0002
H 0.36446 -3.87322 2.84573 0.0000
H 2.51873 -4.99834 2.63720 0.0000
H 4.24368 -4.04324 1.06886 0.0000
H 3.64705 -2.00818 -0.19340 0.0000
O 1.43025 0.77455 1.19781 0.0013
P 2.35497 1.92879 1.48933 0.0085
C 1.97287 2.61901 3.08268 0.0021
C 2.81979 3.50183 3.74798 -0.0002
C 2.40441 4.09387 4.92651 0.0008
C 1.14552 3.81062 5.43833 0.0004
C 0.30631 2.91816 4.78923 0.0004
C 0.71681 2.31575 3.61130 0.0015
C 2.29515 2.69864 -1.08459 0.0128
C 1.45910 1.58052 -1.64929 0.0120
C 0.77732 1.69814 -2.92674 -0.0008
C 0.68901 2.91928 -3.48378 0.0091
C 1.50533 4.02584 -2.98199 0.0011
C 2.31458 3.92936 -1.92598 0.0059
C 4.09279 1.55151 1.40322 0.0027
C 4.48424 0.24266 1.65615 0.0011
C 5.83182 -0.08124 1.64811 0.0001
C 6.77953 0.89766 1.40182 0.0005
C 6.38905 2.21217 1.16598 0.0000
C 5.04829 2.54082 1.16853 0.0009
H 3.80418 3.72409 3.35510 0.0000
H 3.06287 4.77073 5.45157 0.0000
H 0.81983 4.28518 6.35241 0.0000
H -0.66642 2.68856 5.19950 0.0000
H 0.07627 1.60730 3.09947 0.0001
H 2.26341 -0.05144 -0.45125 0.0000
H 0.33771 0.81821 -3.36782 0.0001
H 0.07631 3.08476 -4.35759 0.0005
H 1.49074 4.95104 -3.54271 -0.0001
H 2.95098 4.75150 -1.62690 0.0002
H 3.73790 -0.51995 1.84209 0.0001
H 6.13994 -1.09971 1.83844 0.0000
H 7.82912 0.64055 1.39425 0.0000
H 7.13287 2.97207 0.97476 0.0000
H 4.73806 3.55838 0.96642 0.0000
```

Results
* charge: +1
* lowest unoccupied orbital energy (alpha / beta): -3.73 / -4.38 eV
* spin multiplicity: 2
* E_HOMO (alpha / beta): -0.3306 / -0.3358 hartree